a.
ORCA calculation (ωB97M-V/def2-TZVPD) on one molecule with the formula C21H24N2O4.

Each line ends with the natural charge from an NBO analysis.
Element x y z (Å)
O 0.896 2.827 -0.204  -0.61
C 0.664 1.765 0.330  0.68
C -0.711 1.434 0.921  -0.32
N -0.944 0.002 0.941  -0.47
C -1.888 -0.453 1.944  -0.21
C -3.343 -0.097 1.619  -0.43
C -3.740 -0.722 0.276  0.23
O -3.637 -2.129 0.455  -0.73
C -5.153 -0.363 -0.172  -0.05
C -5.654 -0.950 -1.332  -0.16
C -6.930 -0.671 -1.784  -0.22
C -7.738 0.206 -1.081  -0.21
C -7.254 0.795 0.073  -0.20
C -5.976 0.512 0.524  -0.21
C -2.736 -0.233 -0.792  -0.44
C -1.297 -0.541 -0.361  -0.23
N 1.543 0.752 0.521  -0.62
C 2.883 0.653 0.146  0.15
C 3.568 1.690 -0.483  -0.25
C 4.901 1.535 -0.805  -0.22
C 5.574 0.354 -0.520  0.18
C 4.878 -0.701 0.077  0.29
C 3.543 -0.541 0.414  -0.29
O 5.472 -1.910 0.343  -0.50
C 6.704 -2.083 -0.321  -0.10
C 7.552 -0.818 -0.197  -0.10
O 6.910 0.262 -0.833  -0.48
H -1.459 2.014 0.364  0.20
H -0.707 1.805 1.950  0.22
H -1.606 -0.027 2.910  0.20
H -1.802 -1.540 2.005  0.21
H -3.448 0.986 1.567  0.21
H -3.991 -0.489 2.403  0.23
H -3.988 -2.569 -0.326  0.47
H -5.042 -1.636 -1.905  0.19
H -7.293 -1.140 -2.687  0.21
H -8.735 0.428 -1.431  0.22
H -7.876 1.479 0.631  0.21
H -5.633 0.983 1.431  0.21
H -2.874 0.841 -0.934  0.21
H -2.930 -0.721 -1.748  0.21
H -0.596 -0.153 -1.104  0.21
H -1.176 -1.627 -0.299  0.21
H 1.130 -0.068 0.955  0.43
H 3.055 2.609 -0.706  0.26
H 5.451 2.332 -1.280  0.23
H 3.032 -1.366 0.885  0.22
H 7.193 -2.938 0.148  0.20
H 6.529 -2.295 -1.385  0.18
H 8.519 -0.939 -0.688  0.20
H 7.705 -0.591 0.868  0.18

## Properties
Orbital gap   8.405 eV
SMILES string   O=C(CN1CCC(O)(c2ccccc2)CC1)Nc1ccc2c(c1)OCCO2
Spin multiplicity   1

b.
ORCA calculation (ωB97M-V/def2-TZVPD) on one molecule with the formula C21H24N2O4.

Each line ends with the natural charge from an NBO analysis.
Element x y z (Å)
C -0.828 3.254 -5.229  -0.25
O -0.880 3.312 -3.827  -0.48
C 0.012 2.564 -3.117  0.24
C 0.962 1.720 -3.661  -0.29
C 1.822 0.997 -2.844  -0.21
C 1.757 1.116 -1.471  -0.02
C 2.652 0.312 -0.571  -0.41
C 1.849 -0.779 0.155  -0.22
N 1.254 -1.700 -0.802  -0.44
C 2.118 -2.822 -1.100  -0.41
C -0.117 -2.097 -0.510  -0.12
C -1.082 -0.919 -0.601  -0.53
C -1.427 -0.583 0.830  0.72
O -2.006 0.392 1.232  -0.57
N -0.968 -1.619 1.632  -0.52
C -1.174 -1.673 3.036  0.21
C -1.595 -2.860 3.621  -0.22
C -1.786 -2.914 4.990  -0.20
C -1.572 -1.790 5.770  -0.21
C -1.157 -0.608 5.180  -0.20
C -0.950 -0.545 3.814  -0.22
C -0.256 -2.582 0.931  0.69
O 0.237 -3.567 1.416  -0.56
C 0.800 1.967 -0.915  -0.33
C -0.077 2.684 -1.710  0.34
O -1.046 3.518 -1.252  -0.49
C -1.272 3.586 0.137  -0.26
H -1.607 3.931 -5.579  0.20
H 0.141 3.591 -5.611  0.17
H -1.033 2.245 -5.601  0.17
H 1.045 1.609 -4.731  0.22
H 2.547 0.337 -3.295  0.21
H 3.109 0.957 0.182  0.21
H 3.447 -0.146 -1.158  0.21
H 1.064 -0.285 0.731  0.19
H 2.499 -1.309 0.867  0.19
H 3.100 -2.442 -1.375  0.20
H 1.712 -3.371 -1.950  0.20
H 2.230 -3.511 -0.252  0.19
H -0.372 -2.903 -1.203  0.23
H -0.637 -0.060 -1.106  0.27
H -2.002 -1.177 -1.126  0.25
H -1.761 -3.732 3.010  0.23
H -2.109 -3.837 5.447  0.22
H -1.727 -1.835 6.838  0.21
H -0.988 0.270 5.785  0.22
H -0.626 0.374 3.352  0.23
H 0.750 2.063 0.159  0.22
H -1.540 2.609 0.552  0.20
H -0.401 3.987 0.667  0.17
H -2.109 4.270 0.262  0.20

## Properties
Orbital gap   8.681 eV
SMILES string   COc1ccc(CCN(C)[C@@H]2CC(=O)N(c3ccccc3)C2=O)cc1OC
Spin multiplicity   1

Preferred: a; penalty for the next structure: 3.9 kcal/mol.

a.
ORCA calculation (ωB97M-V/def2-TZVPD) on a 2-piece molecular cluster, C6H9N2O2 overall.

Each line ends with the natural charge from an NBO analysis.
Element x y z (Å)
C -2.984 0.697 -0.079  -0.73
C -3.062 -0.786 0.333  0.78
O -4.043 -1.149 1.003  -0.75
O -2.159 -1.525 -0.154  -0.83
H -3.694 1.329 0.448  0.20
H -3.178 0.761 -1.152  0.20
H -1.962 1.015 0.109  0.20
C 3.139 1.235 0.287  -0.62
C 2.077 0.210 0.132  0.05
C 1.247 -1.757 0.072  0.16
C 0.880 0.287 -0.530  -0.11
N 2.301 -1.092 0.496  -0.50
N 0.368 -0.966 -0.575  -0.53
H 1.013 -2.779 0.328  0.19
H 4.071 0.990 -0.229  0.21
H 3.403 1.571 1.295  0.20
H -0.598 -1.360 -0.685  0.49
H 0.360 1.161 -0.894  0.20
H 2.821 2.158 -0.205  0.20

## Properties
Net charge   -1
Orbital gap   8.263 eV
Spin multiplicity   1

b.
ORCA calculation (ωB97M-V/def2-TZVPD) on a 2-piece molecular cluster, C6H9N2O2 overall.

Each line ends with the natural charge from an NBO analysis.
Element x y z (Å)
C -3.060 1.813 0.262  -0.63
C -1.302 -1.125 -0.749  0.14
C -2.048 0.807 -0.115  0.06
C -0.652 0.922 -0.291  -0.11
N -2.416 -0.460 -0.485  -0.49
N -0.218 -0.287 -0.736  -0.53
H -1.422 -2.136 -1.115  0.20
H 0.798 -0.376 -0.608  0.48
H 0.005 1.782 -0.309  0.21
H -2.677 2.814 0.480  0.21
H -3.487 1.555 1.235  0.21
H -3.795 1.932 -0.532  0.21
C 2.654 -1.060 1.063  -0.75
C 3.316 -0.967 -0.354  0.77
O 2.642 -0.362 -1.237  -0.81
O 4.319 -1.691 -0.528  -0.76
H 3.225 -1.617 1.780  0.21
H 1.688 -1.529 0.890  0.20
H 2.430 -0.016 1.349  0.20

## Properties
Net charge   -1
Orbital gap   7.972 eV
Spin multiplicity   1

Preferred: a; penalty for the next structure: 9.8 kcal/mol.

a.
ORCA calculation (ωB97M-V/def2-TZVPD) on a 3-piece molecular cluster, C3H12NO2 overall.

Each line ends with the natural charge from an NBO analysis.
Element x y z (Å)
C -0.252 -1.484 -1.751  -0.65
C -0.781 -0.491 -0.772  -0.23
C 1.018 -0.378 1.094  0.09
N 0.503 -0.028 -0.021  -0.36
H 0.269 -1.084 -2.625  0.24
H 0.369 -2.195 -1.176  0.22
H -1.028 -2.163 -2.143  0.26
H -1.449 0.331 -0.996  0.26
H -1.229 -0.876 0.143  0.25
H 2.051 -0.056 1.300  0.23
H 0.754 -1.384 1.463  0.23
H 0.972 0.802 -0.392  0.44
H 1.852 3.575 0.190  0.48
H 1.732 3.634 -1.255  0.48
O 1.225 3.313 -0.498  -0.95
H -1.437 -0.253 2.932  0.48
H -2.669 -0.877 2.414  0.49
O -1.900 -0.386 2.096  -0.96

## Properties
Net charge   +1
Orbital gap   10.491 eV
Spin multiplicity   1

b.
ORCA calculation (ωB97M-V/def2-TZVPD) on a 2-piece molecular cluster, C3H12NO2 overall.

Each line ends with the natural charge from an NBO analysis.
Element x y z (Å)
C -0.590 1.359 -0.360  -0.08
O -1.977 1.591 -0.154  -0.75
C -0.298 -0.030 0.249  -0.11
C 1.257 -0.089 0.351  -0.62
N -1.089 -0.171 1.520  -0.68
H -0.417 1.306 -1.427  0.22
H 0.006 2.117 0.152  0.20
H -2.589 1.183 -0.777  0.50
H -0.426 -0.870 -0.446  0.26
H 1.714 0.383 -0.512  0.24
H 1.600 -1.086 0.581  0.24
H 1.507 0.598 1.165  0.20
H -0.605 0.316 2.273  0.44
H -1.986 0.287 1.314  0.47
H -1.100 -1.171 1.635  0.45
H 2.183 -1.356 -1.577  0.48
H 1.471 -2.592 -2.240  0.50
O 1.338 -1.775 -1.745  -0.97

## Properties
Net charge   +1
Orbital gap   11.790 eV
Spin multiplicity   1

Preferred: b; penalty for the next structure: 17.2 kcal/mol.

a.
ORCA calculation (ωB97M-V/def2-TZVPD) on one molecule with the formula C4H5BrN2.

Each line ends with the natural charge from an NBO analysis.
Element x y z (Å)
C -0.463 -0.080 1.827  -0.40
N -0.128 0.076 0.418  -0.18
N -0.279 1.236 -0.181  -0.27
C 0.096 1.123 -1.393  -0.04
C 0.505 -0.188 -1.666  -0.38
C 0.381 -0.793 -0.479  0.11
Br 0.714 -2.642 0.065  0.04
H -1.447 0.278 1.994  0.22
H -0.214 -1.077 1.999  0.22
H 0.146 0.661 2.196  0.22
H 0.046 1.949 -2.094  0.21
H 0.643 -0.544 -2.686  0.24

## Properties
Orbital gap   10.061 eV
SMILES string   Cn1nccc1Br
Spin multiplicity   1

b.
ORCA calculation (ωB97M-V/def2-TZVPD) on one molecule with the formula C4H5BrN2.

Each line ends with the natural charge from an NBO analysis.
Element x y z (Å)
C -0.731 -0.042 -1.479  -0.41
N -0.107 0.074 -0.195  -0.23
N 0.196 -0.989 0.537  -0.25
C 0.767 -0.541 1.644  -0.05
C 0.851 0.861 1.650  -0.40
C 0.283 1.177 0.450  0.28
Br -0.243 3.139 -0.515  -0.07
H -1.239 -1.003 -1.523  0.23
H -1.449 0.765 -1.614  0.23
H 0.013 0.011 -2.276  0.21
H 1.081 -1.228 2.401  0.22
H 1.256 1.504 2.399  0.25

## Properties
Orbital gap   9.176 eV
SMILES string   Cn1nccc1Br
Spin multiplicity   1

Preferred: a; penalty for the next structure: 5.7 kcal/mol.